Density functional theory data (ωB97M-V/def2-TZVPD) for a cluster of 5 separate species, C29H82FN13O7P5 in total at a distorted geometry.

As for the multiplicity: 1. As for the largest force on an atom: 0.129 hartree/bohr. The total charge is +1. The value obtained for the orbital gap is 5.69 eV.

Cartesian coordinates (Å):
1 O -1.266424 1.862152 2.173316
2 P -1.432663 0.448616 1.939088
3 O -0.553009 -0.108348 0.743516
4 O -2.949127 0.191457 1.534915
5 C -1.105399 -0.575449 3.382347
6 C 0.303589 -0.297401 3.986341
7 C 1.289267 -1.454689 3.785110
8 C 2.185726 -0.878406 2.639630
9 F 2.131878 -1.517708 1.482348
10 C 1.914923 0.594605 2.577126
11 N 0.949709 0.846217 3.331368
12 H -0.962934 -0.956628 0.454816
13 H -3.157611 -0.747766 1.678220
14 H -1.135321 -1.611780 3.059577
15 H -1.861672 -0.459587 4.144662
16 H 0.171662 -0.053030 5.029326
17 H 0.913770 -2.384338 3.373880
18 H 1.798094 -1.698694 4.702920
19 H 3.194453 -0.897470 3.071647
20 H 2.449734 1.324987 1.999748
21 H 0.556438 1.775788 3.484926
22 O -5.692156 -1.142194 -2.655132
23 P -5.727543 0.294922 -3.142137
24 N -4.934394 0.985744 -1.760912
25 C -5.502004 0.807987 -0.439733
26 C -3.526033 0.630642 -1.737005
27 N -7.422000 0.494780 -3.205720
28 C -8.178953 1.406088 -2.379882
29 C -8.204946 -0.701535 -3.495949
30 N -5.545760 1.805988 -4.075180
31 C -4.981988 1.564817 -5.414101
32 C -4.993948 3.037692 -3.532401
33 H -4.875241 1.309941 0.298224
34 H -5.583124 -0.251887 -0.159624
35 H -6.483080 1.271736 -0.348158
36 H -3.064883 0.832294 -2.711978
37 H -3.374992 -0.434910 -1.507756
38 H -2.990356 1.231846 -0.999611
39 H -8.408709 0.968549 -1.399410
40 H -9.128209 1.654462 -2.862189
41 H -7.662195 2.354948 -2.229094
42 H -8.358485 -1.320881 -2.602617
43 H -7.714039 -1.311632 -4.250431
44 H -9.180500 -0.420915 -3.897719
45 H -3.915894 1.314645 -5.367466
46 H -5.106680 2.438646 -6.054225
47 H -5.504186 0.731352 -5.896022
48 H -3.911938 2.985641 -3.370012
49 H -5.469199 3.320814 -2.598884
50 H -5.186034 3.853171 -4.235494
51 O -1.200199 -3.472058 0.840403
52 P -1.045958 -4.569232 -0.226862
53 N -2.705058 -4.881350 -0.563823
54 C -3.591201 -5.333942 0.495871
55 C -3.317696 -3.770296 -1.274323
56 N -0.295459 -5.760693 0.745736
57 C -0.867578 -7.054116 1.049121
58 C 0.503409 -5.294137 1.861700
59 N -0.529470 -5.485227 -1.671461
60 C 0.451271 -4.738010 -2.480616
61 C -1.436551 -6.204076 -2.555533
62 H -4.589831 -5.501683 0.089851
63 H -3.673410 -4.614911 1.321861
64 H -3.273824 -6.293989 0.899769
65 H -2.711506 -3.459371 -2.133878
66 H -3.435544 -2.899534 -0.615873
67 H -4.296268 -4.048384 -1.664278
68 H -1.562162 -7.000457 1.897166
69 H -0.079230 -7.764476 1.310505
70 H -1.388878 -7.486441 0.194901
71 H -0.116998 -5.045088 2.736256
72 H 1.071853 -4.414150 1.584125
73 H 1.223707 -6.061027 2.153254
74 H -0.016055 -3.907884 -3.019100
75 H 0.940226 -5.390782 -3.203193
76 H 1.232917 -4.324918 -1.833489
77 H -2.045360 -5.543638 -3.181957
78 H -2.097835 -6.865115 -2.005127
79 H -0.837244 -6.836307 -3.216229
80 O -2.462470 6.183265 -3.134277
81 P -1.055351 6.470112 -3.616616
82 N -1.399369 6.883518 -5.261299
83 C -2.049810 5.920906 -6.134646
84 C -2.078867 8.169924 -5.354662
85 N -0.399576 4.897288 -3.404339
86 C 0.100179 4.059366 -4.466620
87 C -0.994606 4.081989 -2.352769
88 N 0.610240 7.108520 -3.749672
89 C 0.948937 8.005182 -2.630767
90 C 1.194584 7.627019 -4.976876
91 H -2.158653 6.348196 -7.133706
92 H -3.044648 5.623916 -5.778152
93 H -1.443651 5.025515 -6.263668
94 H -1.547458 8.926380 -4.764942
95 H -3.108645 8.117539 -4.981939
96 H -2.093232 8.522174 -6.387552
97 H -0.708465 3.500904 -4.958804
98 H 0.812757 3.329044 -4.070501
99 H 0.643639 4.628387 -5.222129
100 H -1.923729 3.597578 -2.680217
101 H -1.219682 4.683877 -1.475960
102 H -0.290460 3.307497 -2.036875
103 H 0.437262 8.970167 -2.712966
104 H 2.023611 8.184238 -2.583747
105 H 0.653865 7.546461 -1.681136
106 H 0.788313 8.600855 -5.273937
107 H 1.074881 6.936104 -5.805061
108 H 2.270658 7.745756 -4.819666
109 O 6.309673 -0.341249 4.580364
110 P 7.364740 -1.426580 4.796800
111 N 6.505533 -2.200856 6.095942
112 C 6.165854 -1.456023 7.298108
113 C 5.325651 -2.894341 5.616598
114 N 8.660052 -0.436892 5.300646
115 C 9.225886 -0.419424 6.630423
116 C 8.729143 0.892726 4.703482
117 N 8.492168 -2.822790 4.754504
118 C 8.686066 -3.333810 3.385712
119 C 8.458266 -3.945185 5.681435
120 H 5.655591 -2.114071 8.005305
121 H 5.514920 -0.595347 7.098357
122 H 7.056163 -1.106030 7.815463
123 H 5.573203 -3.531582 4.758353
124 H 4.543185 -2.188679 5.295752
125 H 4.916831 -3.549346 6.388679
126 H 8.653531 0.230599 7.304067
127 H 10.251652 -0.043524 6.599840
128 H 9.285422 -1.415846 7.069139
129 H 8.055262 1.602400 5.200333
130 H 8.466781 0.857423 3.648769
131 H 9.748465 1.277620 4.765552
132 H 7.804538 -3.874934 3.025729
133 H 9.547792 -3.999221 3.334241
134 H 8.876148 -2.501634 2.699598
135 H 7.610713 -4.619882 5.515762
136 H 8.441031 -3.616121 6.714852
137 H 9.377804 -4.523064 5.550706

Forces on atoms 1 to 6 (eV/Å):
1.101 1.623 0.548
-1.724 -0.052 -0.510
-0.316 -0.811 0.166
0.292 -1.184 0.432
0.685 -0.153 -0.133
-1.181 -1.214 0.086